(1)
{
  "formula": "C18H54N2O12",
  "method": "the ωB97M-V functional and the def2-TZVPD basis",
  "elements": ["H", "O", "H", "H", "H", "C", "H", "H", "H", "O", "H", "H", "O", "O", "C", "H", "O", "H", "H", "H", "H", "H", "C", "H", "C", "C", "C", "O", "H", "H", "C", "C", "N", "H", "H", "H", "H", "O", "O", "H", "H", "H", "H", "O", "H", "H", "H", "C", "H", "H", "H", "C", "C", "H", "H", "C", "H", "H", "C", "H", "H", "H", "H", "H", "H", "H", "H", "C", "O", "C", "O", "H", "H", "C", "H", "H", "H", "H", "O", "N", "H", "H", "H", "C", "C", "H"],
  "positions_angstrom": [[-1.4209, 3.5960, -6.6619], [1.2415, 5.5714, 3.2764], [-4.0486, -2.2305, -4.9442], [2.3799, 4.5174, -2.8613], [-2.0798, 4.4346, -4.6334], [-4.5409, -8.2006, 2.0681], [3.2830, 2.2667, -2.5395], [-0.2835, 0.7012, -0.2673], [5.9211, 2.5371, -5.2157], [-0.4326, 3.7788, -3.5386], [-1.2345, 0.9753, 9.0598], [-3.7740, -6.7584, 4.1639], [4.0034, 2.6047, -4.5102], [0.5428, 3.7899, -6.5096], [-3.9516, -5.0861, 2.6603], [-2.5217, -3.8895, -4.1149], [0.7590, 1.1616, 8.8045], [5.4006, 4.1054, -4.9380], [-3.2345, -1.1052, -4.0559], [-0.8878, 4.1335, -2.7714], [-0.6865, 2.2906, 7.9529], [1.1951, 3.4362, -5.9005], [2.6695, -2.1022, -1.1094], [4.8662, 1.9836, -2.6613], [4.4558, 4.1527, -2.4685], [-3.4699, -2.1689, -4.0225], [-0.5694, 0.9821, 0.7463], [1.5236, -2.8798, -1.3835], [-2.2372, -6.1995, 2.0330], [0.4226, 5.4784, 2.7841], [-4.2751, -2.5335, -2.7495], [-2.8152, -5.3927, 1.5825], [3.2903, 4.9430, -2.7601], [2.5643, -1.0488, -0.8496], [-4.6520, -4.5306, 2.0367], [5.3119, 4.5911, -2.9814], [-0.6800, 2.3596, -5.6103], [-0.1360, 0.7945, 5.9556], [-2.2735, -2.9628, -4.0788], [-3.2620, -5.6979, 0.6363], [5.5004, 3.4095, -0.6265], [1.5583, 6.9808, 1.7237], [2.8914, 6.7870, 2.7425], [0.5680, 1.2360, 1.5266], [-1.0747, 0.1078, 1.1567], [-5.1722, -1.9172, -2.6904], [2.9261, -4.5237, -0.9071], [5.0129, 3.1384, -5.2585], [-0.1426, -0.6844, 7.2897], [-2.0774, -4.6036, 1.4372], [-1.7054, -0.1697, 6.9223], [-0.6830, 3.4157, -5.8802], [1.8017, 6.7900, 2.7689], [4.9379, 5.0932, -0.5617], [-2.6745, -2.5759, -1.8494], [3.5068, -2.9654, -0.0584], [-3.4226, -3.1268, 2.9485], [3.2420, -2.0548, -2.0358], [-0.9967, 4.3188, -4.6725], [4.6895, 3.2432, -6.2941], [0.7404, 1.1518, 6.1167], [3.8981, 3.5265, -0.4791], [0.1945, 1.2982, 2.4088], [-0.5818, 5.3073, -4.8697], [1.3477, 1.6189, 8.1996], [1.3809, 7.5767, 3.3950], [-4.1476, -3.9792, 4.1627], [-4.5191, -6.2102, 3.5874], [-3.4821, -2.0921, -1.6614], [4.7100, 4.0943, -0.9336], [3.7643, -4.2449, -0.5311], [-4.2581, -7.8590, 1.0724], [3.0271, -3.0296, 0.9182], [-0.5165, 1.2695, 8.2943], [-1.2510, 1.8141, 0.5696], [0.9922, -2.5822, -2.1255], [4.5098, -2.5520, 0.0473], [-5.2385, -9.0097, 1.8521], [-5.2771, -7.2121, 2.8544], [-3.4049, -3.9865, 3.4782], [-4.5058, -3.5972, -2.6904], [3.0349, 5.5864, -2.0246], [-5.1967, -5.6579, 4.2385], [4.1497, 2.7243, -3.0165], [-0.7105, 0.2301, 7.1183], [-3.7097, -8.4826, 2.7144]],
  "forces_ev_per_angstrom": [[-0.3, -0.2, 0.2], [0.4, 0.2, -0.7], [-0.3, -0.8, -0.1], [0.3, -1.2, -0.5], [-0.2, -0.1, 0.4], [-0.8, 1.2, 1.1], [-0.8, 0.7, -0.5], [0.4, -0.1, 0.0], [0.2, -0.6, -0.2], [0.4, -0.6, 1.5], [0.1, 0.4, 0.3], [0.4, 0.5, 0.1], [-1.6, 0.0, 3.1], [0.0, -0.6, 0.6], [2.2, 1.3, -2.2], [-0.1, -0.1, -0.1], [1.3, 0.0, 0.5], [-0.5, 0.4, 0.1], [0.6, -0.1, 0.7], [0.1, 0.0, 0.1], [-0.5, -0.1, -0.2], [0.7, 0.2, -0.2], [1.7, -1.2, 0.0], [1.0, 0.2, -0.4], [-0.9, -1.7, 0.5], [-0.8, -0.6, -0.2], [-0.2, -1.0, -1.1], [-0.8, -0.1, 0.7], [0.2, -0.4, -0.4], [-0.1, -0.4, 0.2], [0.4, 1.8, -0.8], [-0.7, -1.3, 1.5], [-1.2, 1.7, 0.0], [-0.7, -0.1, 0.7], [-1.4, -1.2, 0.1], [0.1, -0.1, 0.1], [-0.1, 0.0, 0.2], [-0.7, 0.3, -1.4], [-0.1, 0.8, 0.2], [0.2, -0.1, 0.0], [0.8, 0.3, -0.5], [-0.5, -0.1, -0.1], [0.0, -0.2, 0.7], [-0.1, 0.5, 0.2], [-0.5, 0.1, -0.1], [-0.3, -0.3, -0.2], [-0.2, -0.5, -0.2], [1.7, 0.6, -0.5], [0.2, -0.1, 0.9], [-0.5, 0.4, 0.1], [-0.3, 0.9, -0.2], [-0.1, 1.2, -0.5], [-0.3, 0.1, 0.1], [-0.4, -0.2, 0.3], [0.7, 0.2, 0.6], [0.0, 1.6, -0.7], [-0.1, 0.1, 0.0], [0.5, -0.2, -0.1], [-0.4, 0.0, -2.0], [-0.1, -0.1, 0.1], [0.0, -0.2, 0.2], [-0.7, 0.9, 0.3], [0.5, 0.1, 0.4], [0.1, 0.2, -0.2], [0.3, 0.0, 0.2], [0.5, 0.5, -0.2], [0.2, 1.3, 0.8], [0.0, -0.2, -2.6], [0.0, -0.8, 0.2], [0.3, -1.2, -0.9], [-0.4, -0.7, -0.6], [0.5, 0.5, 0.2], [-0.3, 0.4, 0.1], [-1.8, -1.9, -1.1], [-0.1, 0.3, 0.6], [0.3, 0.3, -0.1], [-0.2, 0.6, 0.2], [0.0, -0.1, 0.6], [0.0, 0.4, -0.3], [-0.2, -1.2, 1.3], [-0.1, -0.1, -0.1], [0.8, 0.5, 0.2], [-0.3, -0.6, 0.2], [0.9, -0.3, -1.1], [1.4, 0.7, 0.6], [0.3, -0.5, -0.6]],
  "gap_ev": 9.21,
  "smiles": "COC[C@H](C)N.COC[C@H](C)N.OCCO.OCCO.OCCO.OCCO.CO.CO",
  "e_tot_ev": -47084.297,
  "charge": 0
}

(2)
{
  "formula": "C6H12O",
  "method": "the ωB97M-V functional and the def2-TZVPD basis",
  "elements": ["O", "H", "H", "H", "C", "H", "C", "H", "H", "H", "H", "H", "H", "C", "H", "H", "C", "C", "C"],
  "positions_angstrom": [[-1.6177, 0.2123, 0.3056], [0.7749, 2.2993, 1.1124], [-0.6156, -3.2386, -0.6849], [1.6496, -0.3006, 0.0877], [0.4604, 1.2817, -0.8269], [0.9778, -1.7488, -1.8422], [-0.0490, 2.0400, 0.4364], [-1.0167, -1.9140, 0.4461], [-0.5273, 2.9670, 0.1006], [-0.3151, 1.3143, -1.5904], [-0.6537, -1.0094, -1.8015], [-1.6681, 1.6251, 1.8135], [0.6126, -2.6559, 0.4685], [0.2008, -1.3071, -1.1975], [-0.3198, 0.4539, 1.8025], [1.3756, 1.7908, -1.1590], [0.7424, -0.1167, -0.5288], [-0.2291, -2.3581, -0.1667], [-0.9857, 1.0509, 1.1606]],
  "forces_ev_per_angstrom": [[1.1, -0.3, -0.5], [0.0, 0.1, -0.2], [0.1, 0.0, 0.1], [-0.9, 0.0, 0.2], [-0.1, -0.1, -0.2], [0.1, 0.1, 0.0], [0.0, 0.1, 0.2], [0.1, -0.1, -0.1], [0.0, -0.2, 0.0], [0.1, 0.1, 0.0], [0.0, -0.1, -0.1], [-0.1, 0.1, -0.2], [-0.1, 0.0, -0.1], [-0.2, 0.1, -0.1], [0.0, 0.2, 0.6], [0.0, -0.1, 0.0], [-0.5, 0.1, -0.2], [0.0, -0.1, 0.1], [0.2, 0.1, 0.3]],
  "gap_ev": [6.78, 6.78],
  "e_tot_ev": -8460.088,
  "charge": 0
}

(3)
{
  "formula": "C18H39O4S3",
  "method": "the ωB97M-V functional and the def2-TZVPD basis",
  "elements": ["C", "H", "H", "H", "H", "H", "H", "C", "H", "H", "H", "H", "H", "C", "H", "C", "C", "H", "S", "H", "H", "H", "H", "C", "H", "H", "O", "C", "H", "H", "C", "H", "C", "O", "H", "H", "H", "H", "C", "C", "C", "H", "H", "C", "H", "C", "C", "H", "H", "H", "H", "H", "C", "H", "H", "C", "O", "O", "H", "C", "H", "S", "H", "S"],
  "positions_angstrom": [[-2.4723, 2.3198, 7.1849], [-4.0703, -0.8258, 1.6329], [-0.8940, 1.2894, 8.3230], [5.0303, -3.2230, 0.4884], [-2.5267, 3.3344, 7.5758], [-0.3127, 2.4084, 7.0841], [-2.5883, 2.4081, -5.7485], [-3.0571, -1.1381, 1.3858], [-0.4194, 1.0492, -6.7539], [-2.8134, -1.4583, -6.0677], [5.0866, -1.6086, -2.1314], [2.2951, 0.8430, -1.5944], [-3.2229, 1.7146, 7.6965], [-2.6809, 2.2618, 5.6779], [4.1026, 1.5147, -0.0622], [5.4668, -0.8726, -1.4170], [-1.1506, 0.5903, 6.2681], [-3.0432, 0.7610, -3.9897], [4.8893, 2.1620, -0.9411], [-0.3407, 0.7811, -2.5197], [4.1777, -0.3669, 0.2727], [6.5565, -0.9113, -1.4710], [-0.1751, 0.3503, 5.8416], [-2.4554, 1.3542, -5.9873], [-2.2072, -2.0128, 3.2190], [0.2495, -0.3762, -1.3419], [-1.0544, -0.4991, -5.5596], [-2.1125, -1.1315, 2.5861], [-2.6618, 0.8695, 0.6545], [-2.8094, 1.1865, -7.0058], [4.9258, -1.1069, -0.0032], [3.8981, -2.8662, -0.7986], [-1.0916, 1.6829, 7.3272], [-0.9577, -0.3006, 0.6988], [-2.2781, -0.2490, 3.2048], [-0.6177, -0.9483, -2.7586], [-2.5454, -0.3719, -0.6086], [-2.3703, -1.5259, -4.3543], [2.5505, 0.0066, -2.2490], [0.1016, -0.2100, -2.4117], [-1.0090, 0.8992, -5.8489], [-2.2530, 3.1411, 5.1851], [-0.5136, 1.4245, -5.0215], [-2.3622, -0.1623, 0.4471], [-0.3813, -2.0463, 1.6467], [-0.7551, -1.0472, 1.9048], [-2.3952, -0.8833, -5.2362], [-3.7297, 2.1807, 5.3907], [5.7448, -0.9975, 0.7062], [-4.2299, 0.3033, -5.2173], [1.4467, 0.3605, -4.0434], [1.5426, -1.3301, -3.5823], [-3.1653, 0.4115, -5.0178], [2.0001, -2.0630, 0.6205], [-1.5864, -0.3288, 6.6733], [1.4156, -0.3207, -3.1922], [-1.9935, 1.0902, 5.2266], [3.7362, 0.3990, -3.0314], [2.8266, -0.8593, -1.6440], [4.2892, -2.4996, 0.1509], [-0.0028, -0.5365, 2.5088], [2.9729, -2.5631, 1.3981], [-3.1048, -2.1322, 0.9363], [5.1055, 0.6751, -2.3066]],
  "forces_ev_per_angstrom": [[0.0, 0.0, 0.0], [0.0, 0.0, 0.0], [0.0, 0.0, 0.0], [0.0, 0.0, -0.1], [0.0, 0.0, 0.0], [0.0, 0.0, 0.0], [0.0, 0.0, 0.0], [0.0, 0.0, 0.0], [0.0, 0.0, 0.0], [0.0, 0.0, 0.0], [0.0, 0.0, 0.0], [0.0, 0.1, -0.1], [0.0, 0.0, 0.0], [0.0, 0.0, 0.0], [0.0, 0.0, 0.0], [0.1, 0.0, 0.0], [0.0, 0.0, 0.0], [0.0, 0.0, 0.0], [0.0, 0.0, 0.0], [0.0, 0.0, 0.0], [-0.1, 0.0, 0.0], [0.0, 0.0, 0.1], [0.0, 0.0, 0.0], [0.0, 0.0, 0.0], [0.0, 0.0, 0.0], [-0.1, -0.1, 0.0], [0.1, 0.0, 0.1], [0.0, 0.0, 0.0], [0.0, 0.0, 0.0], [0.0, 0.0, 0.0], [0.0, -0.1, -0.1], [0.0, 0.0, 0.0], [0.0, 0.0, 0.0], [0.1, 0.0, 0.0], [0.0, 0.0, 0.0], [0.0, 0.1, -0.1], [0.0, 0.0, 0.0], [0.0, 0.0, 0.0], [0.0, 0.0, 0.0], [0.0, 0.0, 0.0], [0.0, 0.0, 0.0], [0.0, 0.0, 0.0], [0.0, 0.0, 0.0], [0.0, 0.0, 0.0], [0.0, 0.0, 0.0], [0.0, 0.0, 0.0], [0.0, 0.0, 0.0], [0.0, 0.0, 0.0], [-0.1, 0.1, 0.1], [0.0, 0.0, 0.0], [-0.1, 0.0, 0.0], [0.1, 0.0, -0.1], [0.0, 0.0, 0.0], [0.0, 0.0, 0.0], [0.0, 0.0, 0.0], [0.0, 0.0, 0.1], [0.0, 0.0, 0.0], [-0.1, 0.0, 0.0], [-0.1, 0.0, 0.0], [0.0, 0.0, 0.1], [0.0, 0.0, 0.0], [0.0, 0.0, 0.0], [0.0, 0.0, 0.0], [0.0, -0.2, -0.1]],
  "gap_ev": 7.65,
  "e_tot_ev": -59985.346,
  "charge": 1
}